1.
Here is C33H71BFGaN2P2SbSi3 as an isolated structure in a non-equilibrium geometry from the OMol25 dataset. Energies are from ωB97M-V/def2-TZVPD.

Each line ends with the Löwdin charge.
Positions of all 115 atoms, in Å:
Sb  -1.058  2.402  0.983  0.96
Ga  0.616  0.231  0.618  0.28
P  0.949  -1.305  2.475  1.13
P  1.322  -1.244  -3.171  1.16
Si  -0.204  4.103  2.758  0.31
Si  -0.977  4.005  -1.124  0.41
Si  -3.426  1.562  1.654  0.35
F  2.077  1.059  -0.003  -0.33
N  -0.867  -1.600  -1.573  0.00
N  -0.730  -2.345  0.606  -0.02
C  1.979  1.397  -3.178  -0.14
C  0.532  -2.323  5.140  -0.09
C  -1.614  5.279  3.076  -0.19
C  -3.700  2.054  3.481  -0.21
C  0.763  4.755  -1.463  -0.18
C  0.555  0.868  -5.120  -0.08
C  -1.668  -2.772  -1.479  -0.17
C  -4.842  2.354  0.701  -0.22
C  1.767  -0.117  4.961  -0.04
C  0.686  -2.889  -5.533  -0.08
C  -2.442  -3.426  -2.436  -0.01
C  -2.271  5.288  -0.919  -0.23
C  2.973  0.175  -4.983  -0.11
C  -3.221  -0.286  1.390  -0.22
C  0.663  -1.033  4.277  -0.66
C  1.061  -3.940  -3.236  -0.08
C  2.950  -3.020  -4.532  -0.10
C  3.074  -3.266  2.822  -0.10
C  -3.034  -4.690  -2.101  -0.08
C  1.445  -2.801  -4.248  -0.68
C  1.667  0.299  -4.192  -0.71
C  2.462  -2.567  0.586  -0.11
C  -2.261  -4.401  0.205  0.02
C  -1.541  -3.234  -0.152  -0.16
C  2.629  -2.120  2.042  -0.70
C  -2.977  -5.110  -0.816  -0.10
C  1.281  4.876  2.012  -0.24
C  -1.493  2.829  -2.513  -0.22
C  -0.516  -0.941  -2.843  -0.24
C  0.265  3.246  4.367  -0.22
C  -0.259  -2.687  1.992  -0.22
C  -0.734  -0.401  4.440  -0.11
C  3.641  -0.969  2.123  -0.09
B  -0.308  -1.319  -0.346  -0.67
H  3.536  -2.660  -3.670  0.09
H  3.079  -4.035  -4.768  0.07
H  -4.945  2.084  -0.390  0.05
H  0.981  4.700  -2.503  0.02
H  -2.459  4.593  3.229  0.01
H  0.718  1.719  -5.799  0.10
H  -1.243  3.244  -3.481  0.04
H  1.114  1.668  -2.518  0.06
H  -1.041  -2.629  2.705  0.06
H  -1.872  5.790  2.174  0.01
H  0.839  -3.836  -6.032  0.09
H  -2.931  2.020  4.243  0.02
H  -0.610  0.148  -2.754  0.04
H  3.140  -3.075  3.931  0.09
H  -2.519  -2.961  -3.406  0.10
H  3.130  1.165  -5.491  0.09
H  0.011  -4.260  -3.335  0.07
H  -3.180  4.969  -0.438  0.01
H  -1.521  -1.021  4.031  0.07
H  3.828  -0.754  3.171  0.06
H  -4.085  -0.722  1.921  0.05
H  2.310  -1.800  -0.191  0.05
H  2.780  1.038  -2.561  0.06
H  1.532  0.103  5.991  0.09
H  2.050  4.215  1.518  0.05
H  2.402  -4.138  2.667  0.10
H  0.531  3.871  5.311  0.08
H  -4.561  3.390  0.655  -0.01
H  2.748  -0.518  4.755  0.06
H  3.265  -2.452  -5.322  0.02
H  1.569  4.229  -0.910  0.03
H  1.234  -3.550  -2.194  0.07
H  1.086  5.696  1.332  0.02
H  3.337  -3.189  0.205  0.13
H  2.260  2.317  -3.674  0.09
H  -4.162  3.042  3.483  0.02
H  3.841  -0.179  -4.378  0.09
H  -2.175  -4.782  1.224  0.10
H  0.220  -3.673  2.022  0.10
H  1.041  -2.104  -6.127  0.05
H  -3.159  -0.506  0.297  0.05
H  -2.436  5.806  -1.830  0.03
H  -2.523  2.506  -2.486  0.04
H  1.646  -4.811  -3.383  0.06
H  -3.579  -5.248  -2.870  0.11
H  -0.809  1.957  -2.451  -0.02
H  -3.482  -5.976  -0.488  0.09
H  -0.841  0.545  3.887  0.04
H  4.088  -3.617  2.509  0.11
H  -0.318  0.994  -4.483  0.04
H  0.184  -2.002  6.168  0.10
H  2.832  -0.523  -5.915  0.10
H  -4.596  1.438  3.665  0.04
H  -0.394  -2.801  -5.386  0.08
H  3.342  -0.133  1.446  0.07
H  4.605  -1.280  1.677  0.10
H  1.905  5.287  2.883  0.07
H  -1.944  6.130  -0.208  0.06
H  0.825  5.765  -1.174  0.01
H  1.199  2.704  4.186  0.00
H  -0.191  -3.057  4.685  0.09
H  -0.504  2.489  4.613  0.00
H  0.226  0.114  -5.784  0.05
H  -1.056  -1.367  -3.710  0.09
H  -2.253  -0.645  1.793  0.00
H  1.728  0.827  4.445  0.04
H  -1.371  5.934  3.877  0.03
H  1.502  -2.844  5.332  0.08
H  -0.900  -0.187  5.511  0.11
H  1.634  -3.253  0.599  0.05
H  -5.854  2.115  1.216  0.08

Calculated values
net charge	+1
calculated total energy	-5250.3917	Eh
HOMO level	-10.242	eV
E_LUMO	-1.851	eV
Kohn-Sham gap	8.39	eV

2.
Here is a 14-piece molecular cluster, C20H53N18O29S2 overall in a non-equilibrium geometry from the OMol25 dataset. Energies are from ωB97M-V/def2-TZVPD.

Each line ends with the Löwdin charge.
Positions of all 122 atoms, in Å:
S  -0.764  1.511  -0.285  0.95
S  1.038  -0.725  -2.080  0.63
O  -0.417  -1.137  2.288  0.02
O  -2.434  3.734  -3.341  0.05
O  -0.412  2.867  5.880  0.06
O  -0.168  -3.854  -10.722  0.07
O  -6.196  6.790  3.500  0.05
O  1.978  -5.563  -6.188  0.04
O  -1.866  -0.592  3.780  0.07
O  -1.812  3.588  7.349  0.05
O  -4.046  2.393  -3.822  0.08
O  0.925  -10.218  -6.476  0.07
O  -1.730  -5.061  5.202  0.08
O  -4.783  6.025  2.066  0.06
O  -2.197  4.690  12.348  0.07
O  -7.856  3.579  -0.243  0.07
O  -5.102  4.488  5.544  0.06
O  3.945  -4.721  -5.941  0.09
O  0.337  -4.484  5.013  0.05
O  3.272  -3.792  1.908  0.09
O  7.799  -1.958  -1.516  0.05
O  -6.176  2.338  0.284  0.05
O  5.062  -0.217  -3.537  0.16
O  -3.909  5.228  11.153  0.06
O  3.474  -1.651  1.950  0.03
O  -1.336  -3.657  -8.924  0.04
O  -0.366  -0.625  -2.352  -0.32
O  1.222  -8.655  -7.927  0.06
O  1.763  -1.722  -2.805  -0.26
O  8.599  -0.265  -2.570  0.07
O  -3.070  5.128  5.267  0.05
N  1.779  0.740  -2.478  -0.09
N  -1.512  2.909  6.391  -0.44
N  3.042  -2.705  2.384  -0.44
N  4.332  0.358  -1.416  -0.16
N  -1.537  -1.175  2.774  -0.42
N  1.509  -9.249  -6.908  -0.45
N  -2.745  4.908  11.289  -0.45
N  -5.884  6.069  2.574  -0.43
N  0.613  3.678  -0.988  0.10
N  -2.873  2.653  -3.687  -0.44
N  0.494  2.316  -1.126  -0.34
N  -6.859  2.952  -0.516  -0.44
N  2.741  -4.682  -5.838  -0.44
N  2.160  3.062  -2.396  0.18
N  -0.547  -4.244  -9.640  -0.46
N  8.489  -1.458  -2.382  -0.44
N  -0.812  -4.292  5.365  -0.44
N  -4.219  5.320  5.612  -0.43
C  2.116  -3.467  -5.246  0.04
C  -6.929  5.164  2.020  0.04
C  2.158  -2.653  3.582  0.03
C  1.610  4.074  -1.755  -0.06
C  -1.127  -2.996  6.034  0.05
C  -0.006  -5.530  -9.123  0.04
C  1.277  -1.014  -0.370  -0.15
C  -6.400  2.927  -1.932  0.05
C  -1.890  1.561  -3.910  0.04
C  2.672  -8.754  -6.120  0.04
C  2.894  0.616  -3.446  -0.05
C  -4.574  6.657  6.145  0.06
C  -2.570  2.060  5.785  0.03
C  4.221  0.211  -2.814  -0.46
C  -1.918  4.769  10.059  0.03
C  1.489  1.970  -2.007  -0.33
C  -2.560  -1.998  2.066  0.07
C  9.254  -2.362  -3.282  0.06
C  4.973  1.653  -1.113  -0.05
C  5.181  -0.732  -0.874  -0.05
H  4.524  2.463  -1.684  0.07
H  6.037  1.621  -1.363  0.10
H  1.450  -3.059  -6.001  0.11
H  -0.218  -2.411  6.098  0.10
H  -0.345  1.868  0.944  -0.07
H  -2.685  2.375  4.754  0.09
H  -5.350  7.054  5.500  0.07
H  -3.683  7.272  6.122  0.10
H  0.311  -1.112  0.111  0.02
H  -6.564  4.147  2.130  0.09
H  8.922  -2.162  -4.296  0.10
H  -1.877  -2.501  5.427  0.08
H  1.902  -0.256  0.097  0.07
H  -1.552  3.749  10.025  0.09
H  9.051  -3.384  -2.989  0.10
H  10.305  -2.114  -3.169  0.10
H  -2.139  0.754  -3.230  0.08
H  -2.234  1.030  5.842  0.08
H  -3.490  2.209  6.336  0.09
H  -1.093  5.469  10.141  0.10
H  1.939  5.097  -1.845  0.16
H  -1.521  -3.220  7.021  0.11
H  4.785  -1.678  -1.236  0.10
H  -0.906  1.965  -3.705  0.07
H  -4.940  6.529  7.160  0.11
H  -3.492  -1.927  2.615  0.10
H  -7.843  5.320  2.577  0.10
H  2.641  -0.110  -4.207  0.12
H  -5.400  3.346  -1.948  0.08
H  1.209  -3.088  3.299  0.07
H  -7.082  3.514  -2.534  0.10
H  -6.383  1.890  -2.251  0.10
H  2.628  -3.237  4.366  0.10
H  2.305  -8.496  -5.132  0.10
H  2.902  -2.771  -4.985  0.08
H  4.860  1.876  -0.054  0.09
H  3.024  1.578  -3.936  0.13
H  -2.660  -1.601  1.060  0.10
H  -2.191  -3.020  2.037  0.11
H  0.686  -5.937  -9.850  0.10
H  -1.970  1.224  -4.940  0.12
H  -0.843  -6.201  -8.961  0.10
H  3.392  -9.565  -6.063  0.10
H  -7.052  5.416  0.971  0.09
H  1.558  -3.778  -4.371  0.09
H  1.801  -1.963  -0.274  0.08
H  5.167  -0.702  0.211  0.08
H  -2.541  4.990  9.204  0.07
H  3.081  -7.889  -6.625  0.07
H  6.204  -0.636  -1.215  0.05
H  0.494  -5.316  -8.183  0.07
H  2.050  -1.615  3.873  0.10
H  0.006  4.221  -0.390  0.18

Calculated values
net charge	+1
calculated total energy	-4756.2664	Eh
HOMO level	-12.059	eV
E_LUMO	-3.860	eV
Kohn-Sham gap	8.20	eV